This record from the OMol25 dataset describes a structure of composition C25H47Br18FNO6P at a distorted geometry. The level of theory is ωB97M-V/def2-TZVPD.

Computed properties:
* DFT total energy: -48260.5384 a.u.
* largest force on an atom: 2.58 eV/A
* HOMO energy: -9.023 eV

The geometry in XYZ format:
```
99
C25H47Br18FNO6P (ωB97M-V/def2-TZVPD)
O -3.523 -0.522 -2.790
C -3.714 0.510 -2.299
N -3.802 1.447 -1.505
C -3.064 2.685 -1.921
C -1.572 2.485 -1.594
P -0.461 2.854 -2.985
O -0.188 1.682 -3.833
O 0.948 3.316 -2.298
O -0.984 4.101 -3.811
O -3.524 3.748 -1.117
C -4.733 4.296 -1.520
O -4.751 5.391 -2.004
C -6.046 3.560 -1.311
C -6.530 2.797 -2.560
C -7.426 3.642 -3.458
F -7.360 3.150 -4.760
H -3.258 2.861 -2.983
H -1.374 1.457 -1.292
H -1.309 3.186 -0.795
H 1.135 2.664 -1.601
H -0.780 3.982 -4.751
H -5.858 2.809 -0.534
H -6.813 4.237 -0.929
H -5.695 2.371 -3.116
H -7.135 1.954 -2.210
H -7.113 4.692 -3.473
H -8.468 3.639 -3.123
Br 1.933 4.154 -5.787
C 3.201 5.635 -5.821
C 3.773 5.901 -4.454
Br 2.526 6.849 -3.306
H 2.682 6.491 -6.239
H 3.985 5.318 -6.506
H 4.640 6.555 -4.526
H 4.050 4.989 -3.931
Br 4.588 3.112 1.493
C 5.092 4.611 0.357
C 3.900 5.450 -0.022
Br 2.840 4.593 -1.418
H 5.600 4.198 -0.510
H 5.802 5.182 0.951
H 4.223 6.399 -0.452
H 3.234 5.643 0.812
Br -8.912 5.115 0.312
C -7.777 4.904 1.880
C -8.524 5.213 3.149
Br -8.745 7.129 3.400
H -6.912 5.543 1.730
H -7.463 3.862 1.867
H -7.959 4.874 4.014
H -9.517 4.775 3.172
Br 4.068 -0.211 0.250
C 5.114 0.534 -1.205
C 6.402 -0.213 -1.407
Br 7.720 0.255 -0.050
H 5.262 1.586 -0.976
H 4.480 0.440 -2.085
H 6.858 0.064 -2.355
H 6.277 -1.290 -1.368
Br 1.499 -2.227 1.960
C 1.969 -4.115 1.959
C 2.947 -4.440 0.866
Br 2.070 -4.519 -0.870
H 1.041 -4.669 1.878
H 2.411 -4.297 2.937
H 3.372 -5.430 1.018
H 3.749 -3.712 0.784
Br 0.822 -7.391 3.009
C -1.002 -7.202 2.352
C -1.889 -6.544 3.374
Br -2.380 -7.774 4.800
H -1.339 -8.194 2.070
H -0.926 -6.581 1.460
H -2.831 -6.238 2.923
H -1.422 -5.686 3.847
Br 2.509 -3.887 5.843
C 0.605 -4.279 5.920
C 0.114 -4.379 7.338
Br 0.628 -6.068 8.152
H 0.450 -5.193 5.352
H 0.124 -3.447 5.406
H -0.974 -4.367 7.367
H 0.499 -3.590 7.976
Br 3.104 -9.921 7.932
C 2.571 -10.397 6.123
C 3.622 -10.013 5.116
Br 3.602 -8.101 4.761
H 1.615 -9.917 5.939
H 2.437 -11.476 6.140
H 3.420 -10.484 4.156
H 4.629 -10.264 5.435
Br 5.196 -0.626 -4.979
C 3.355 -0.463 -5.600
C 2.467 0.158 -4.556
Br 2.013 -1.107 -3.151
H 3.033 -1.458 -5.890
H 3.408 0.173 -6.481
H 1.513 0.452 -4.988
H 2.918 1.019 -4.073
```



This record from the OMol25 dataset describes a structure of composition C25H47BrCl2O2P2Y at a distorted geometry. The level of theory is ωB97M-V/def2-TZVPD.

Computed properties:
* DFT total energy: -5346.7973 a.u.
* total charge: -1
* largest force on an atom: 4.12 eV/A
* HOMO energy: -2.477 eV

The geometry in XYZ format:
```
80
C25H47BrCl2O2P2Y (ωB97M-V/def2-TZVPD)
Y -0.719 -0.837 0.647
Cl 0.156 0.049 -1.634
P -0.984 -3.014 -1.017
C 0.379 -3.710 -2.060
C -1.206 -4.092 0.605
C -2.552 -2.958 -2.013
C 1.720 -2.996 -1.825
H 0.094 -3.494 -3.106
C 0.493 -5.225 -1.882
H 0.851 -5.465 -0.875
H 1.205 -5.656 -2.596
H -0.461 -5.740 -2.029
H 1.685 -1.972 -2.204
H 2.538 -3.520 -2.340
H 1.992 -2.917 -0.763
H -2.229 -2.401 -2.912
C -3.700 -2.137 -1.386
C -2.944 -4.378 -2.425
H -2.206 -4.807 -3.110
H -3.910 -4.403 -2.943
H -3.019 -5.044 -1.556
H -3.364 -1.316 -0.732
H -4.394 -2.769 -0.816
H -4.287 -1.657 -2.186
C 0.006 -3.844 1.529
H -1.213 -5.159 0.320
C -2.510 -3.764 1.340
H 0.977 -3.883 1.020
H 0.025 -4.608 2.320
H -0.056 -2.869 2.076
H -2.603 -2.691 1.608
H -2.551 -4.311 2.289
H -3.403 -4.027 0.762
Cl -2.820 -0.094 1.809
H -1.424 0.687 -0.386
P 0.041 3.744 -1.207
C -0.988 4.116 -2.669
C -0.490 4.467 0.493
C 1.838 3.553 -1.512
C -2.199 3.141 -2.757
H -0.342 3.929 -3.553
C -1.315 5.627 -2.607
H -1.998 5.838 -1.769
H -1.805 5.949 -3.531
H -0.391 6.226 -2.501
H -1.851 2.122 -3.012
H -2.885 3.487 -3.541
H -2.745 3.083 -1.795
H 1.870 3.042 -2.493
C 2.593 2.612 -0.523
C 2.392 4.972 -1.652
H 2.012 5.449 -2.563
H 3.485 4.963 -1.730
H 2.125 5.594 -0.789
H 1.951 2.252 0.297
H 3.480 3.098 -0.099
H 2.932 1.707 -1.055
C -1.929 4.021 0.796
H -0.450 5.562 0.428
C 0.430 4.001 1.635
H -2.662 4.347 0.047
H -2.247 4.432 1.766
H -1.956 2.926 0.866
H 0.282 2.921 1.795
H 0.154 4.494 2.571
H 1.492 4.194 1.464
Br 0.126 0.725 3.813
C 1.829 -0.125 4.132
C 2.207 -0.249 5.472
C 3.425 -0.847 5.829
C 4.261 -1.342 4.828
C 3.886 -1.256 3.492
C 2.673 -0.661 3.120
C 2.241 -0.878 1.698
O 2.777 -1.761 1.030
O 1.236 -0.143 1.307
H 1.538 0.118 6.260
H 3.710 -0.926 6.880
H 5.202 -1.811 5.092
H 4.495 -1.693 2.712
```



no.,gap between HOMO and LUMO (eV)
1,9.17
2,5.07